Computed, not measured: a molecular structure, C5H11ClGdNPrSe, with the ωB97M-V functional and the def2-TZVPD basis.

Structure (ORCA input):
```
! RIJCOSX wB97M-V def2-TZVPD def2/J DEFGRID3
* xyz -1 10
Pr 0.282 0.462 -2.069
Cl 0.929 -1.710 -0.491
C 2.473 1.447 -2.051
C -0.955 -1.174 -3.390
H 2.668 1.909 -3.044
H 2.477 2.225 -1.263
H 3.214 0.658 -1.826
H -0.984 -0.870 -4.445
H -1.971 -1.256 -2.992
H -0.430 -2.125 -3.281
Gd -0.112 -0.291 1.461
C -2.063 -1.108 2.359
C -0.705 1.432 -0.021
H -2.987 -0.658 1.981
H -2.076 -2.177 2.098
H -2.085 -1.040 3.457
H -1.784 1.201 -0.297
H -0.738 2.545 -0.037
Se 2.207 0.418 6.041
C 1.573 0.117 4.448
N 1.068 -0.005 3.362
*
```

Values from the calculation:
Kohn-Sham gap (spin up / spin down): 6.102 / 6.290 eV
<S²>: 25.02
E_LUMO (spin up / spin down): 2.04 / 2.08 eV

=====

Computed, not measured: a molecular structure, C5H9N3, with the ωB97M-V functional and the def2-TZVPD basis.

Structure (ORCA input):
```
! RIJCOSX wB97M-V def2-TZVPD def2/J DEFGRID3
* xyz 0 1
C 2.234 -1.558 -0.297
C -0.119 0.494 0.076
C 1.780 -0.174 0.030
N -0.257 1.802 0.286
C -0.611 -0.646 -0.115
C -3.311 0.157 0.005
N -2.397 -0.351 -0.683
N 2.572 0.750 0.296
H -0.107 2.429 -0.492
H -0.984 2.066 0.937
H 2.148 1.660 0.500
H -0.577 -1.714 -0.075
H 1.856 -1.858 -1.275
H 3.324 -1.613 -0.303
H 1.855 -2.258 0.449
H -3.057 0.580 1.009
H -4.348 0.237 -0.349
*
```

Values from the calculation:
Kohn-Sham gap: 8.136 eV
Energy relative to the best compared isomer or geometry (same formula, charge and spin): 590.8 kJ/mol
E_LUMO: 0.72 eV

=====

Computed, not measured: a single C5H6O2 molecule, with the ωB97M-V functional and the def2-TZVPD basis.

Structure (ORCA input):
```
! RIJCOSX wB97M-V def2-TZVPD def2/J DEFGRID3
* xyz 0 1
O 0.490 1.097 -2.997
C 0.025 1.347 -1.916
C 0.874 1.460 -0.656
C 0.313 0.602 0.377
C -0.219 -0.205 1.097
C -0.757 -1.455 1.645
O -0.650 -2.474 0.671
H -1.065 1.507 -1.768
H 1.895 1.154 -0.900
H 0.894 2.503 -0.331
H -0.236 -1.733 2.571
H -1.821 -1.359 1.871
H 0.257 -2.443 0.337
*
```

Values from the calculation:
Kohn-Sham gap: 10.632 eV
Energy relative to the best compared isomer or geometry (same formula, charge and spin): 240.3 kJ/mol
SMILES string: O=CCC#CCO
E_LUMO: 0.76 eV

=====

Computed, not measured: a single C10H16 molecule, with the ωB97M-V functional and the def2-TZVPD basis.

Structure (ORCA input):
```
! RIJCOSX wB97M-V def2-TZVPD def2/J DEFGRID3
* xyz 0 1
C -1.667 1.579 -0.003
C -1.100 0.184 -0.001
C -2.168 -0.908 0.005
C 0.018 0.129 1.133
C 0.663 -1.297 1.277
C 1.473 -1.081 0.025
C 0.651 -1.294 -1.292
C 0.007 0.087 -1.075
C 1.073 0.428 -0.010
C 2.067 1.529 -0.014
H -2.341 1.742 0.855
H -0.842 2.318 -0.085
H -2.362 1.613 -0.866
H -2.854 -0.830 -0.851
H -2.777 -0.781 0.907
H -1.730 -1.933 0.038
H -0.084 0.718 2.063
H -0.036 -2.153 1.317
H 1.294 -1.288 2.185
H 2.516 -1.471 0.031
H 1.332 -1.326 -2.169
H -0.007 -2.177 -1.398
H -0.177 0.693 -1.984
H 2.619 1.572 -0.978
H 2.797 1.403 0.806
H 1.633 2.545 0.083
*
```

Values from the calculation:
Kohn-Sham gap: 10.225 eV
Energy relative to the best compared isomer or geometry (same formula, charge and spin): 203.6 kJ/mol
SMILES string: CC1(C)[C@H]2C[C@H]3C[C@@H]1[C@]32C
E_LUMO: 0.94 eV